Entry 1:
10
Properties=species:S:1:pos:R:3 method="wB97M-V/def2-TZVPD" charge=0 energy_ha=-2573.4085 e_homo_ev=-8.95 relative_energy_ev=1.186
C 1.47130 0.77152 0.07455
C -0.89122 -0.97144 -0.91418
C 0.30194 0.75052 0.92683
N 2.27796 0.55719 -0.68636
Se -1.38977 0.65347 0.06607
H -1.72700 -1.37302 -1.24575
H -0.21515 -0.78125 -1.63547
H -0.40908 -1.49115 -0.00477
H 0.33497 -0.02667 1.68207
H 0.24605 1.91083 1.73700

Entry 2:
107
Properties=species:S:1:pos:R:3 method="wB97M-V/def2-TZVPD" smiles="[H]/N=C/CC1=C(S)C(=O)C(P(O)O)=CC1=O.CCOC(C)=O.CCOC(C)=O.CCOC(C)=O.CCOC(C)=O.CCOC(C)=O.CCOC(C)=O" charge=0 energy_ha=-3251.0904 e_homo_ev=-8.87
N 2.66640 0.21953 1.29057
C 2.21036 1.24793 1.87193
C 1.36008 2.25279 1.11369
C -0.07745 1.80696 1.15438
C -0.62903 0.92686 0.29447
S 0.25407 0.19965 -1.03482
C -2.03792 0.46326 0.49840
O -2.45803 -0.53214 -0.03070
C -2.91755 1.24831 1.41732
P -4.75928 1.05809 1.40156
O -4.89179 -0.55086 1.58828
O -5.02913 1.12375 -0.21842
C -2.35850 2.11164 2.26594
C -0.88734 2.31167 2.30020
O -0.36880 2.86877 3.23884
H 3.16516 -0.35554 1.96722
H 2.33995 1.45700 2.94010
H 1.45376 3.22438 1.60575
H 1.69926 2.32229 0.07510
H -0.77735 0.29927 -1.88423
H -4.06461 -1.03124 1.43784
H -5.16042 2.04154 -0.50512
H -2.95148 2.69706 2.96796
O -5.81752 2.45305 -3.38040
C -6.73918 1.68530 -3.48661
O -7.69683 1.96566 -4.39559
C -8.72794 1.03021 -4.74550
C -9.91275 1.10701 -3.80705
C -6.87046 0.48118 -2.58945
H -8.32039 0.02075 -4.80995
H -9.02247 1.31849 -5.75368
H -9.63786 0.83119 -2.78879
H -10.70024 0.43257 -4.14409
H -10.30898 2.12217 -3.78655
H -7.35431 0.80221 -1.66754
H -5.86973 0.13824 -2.34613
H -7.43091 -0.35054 -3.00854
O 2.57169 -0.83615 3.88870
C 1.83515 -1.61467 4.43813
O 2.29004 -2.22980 5.54314
C 1.50141 -3.12567 6.33865
C 1.53356 -4.54051 5.80297
C 0.49336 -1.98378 3.85846
H 0.48337 -2.74840 6.44072
H 1.95973 -3.08111 7.32524
H 1.08921 -4.60439 4.80959
H 0.98093 -5.20477 6.46755
H 2.56256 -4.89333 5.73485
H 0.64354 -2.78748 3.13730
H 0.11212 -1.11618 3.32457
H -0.24098 -2.30094 4.59409
O -8.32440 0.98723 -8.97958
C -7.16847 1.14297 -8.68932
O -6.38188 0.04896 -8.58963
C -4.96272 0.12719 -8.39120
C -4.63011 0.30327 -6.92726
C -6.60148 2.50382 -8.35730
H -4.52594 0.91358 -9.00793
H -4.58315 -0.82094 -8.76827
H -5.03418 1.24293 -6.55025
H -3.55363 0.29654 -6.75595
H -5.08014 -0.50592 -6.35060
H -6.77110 2.69669 -7.29690
H -7.15124 3.24226 -8.93464
H -5.54077 2.61401 -8.56340
O 3.84993 3.38124 2.39208
C 4.70789 2.55229 2.23351
O 5.10154 2.27340 0.97439
C 6.21843 1.42262 0.69071
C 5.83350 -0.04202 0.68791
C 5.29817 1.76992 3.38180
H 7.04150 1.62348 1.37695
H 6.54543 1.73315 -0.30077
H 5.49659 -0.36834 1.67188
H 6.68959 -0.65431 0.40150
H 5.02262 -0.21267 -0.01956
H 4.66840 0.89676 3.56505
H 5.27390 2.40491 4.26444
H 6.32246 1.44050 3.23514
O 7.56355 -0.45529 4.96505
C 6.86662 -0.54871 5.94042
O 7.00131 0.37109 6.91737
C 6.09553 0.46262 8.02398
C 6.47462 -0.46986 9.15470
C 5.89518 -1.69394 6.11291
H 5.06861 0.30760 7.69099
H 6.17246 1.49968 8.34648
H 6.41553 -1.51504 8.85065
H 5.80567 -0.32165 10.00301
H 7.49615 -0.27084 9.47805
H 6.41039 -2.53277 6.58036
H 5.55105 -1.99710 5.12780
H 5.02119 -1.43273 6.70365
O 0.22530 -0.80824 -5.74732
C 1.19441 -1.36900 -5.31238
O 1.37126 -1.40344 -3.97565
C 2.38478 -2.18435 -3.33262
C 3.70546 -1.44955 -3.25345
C 2.24605 -1.97273 -6.21444
H 2.47978 -3.15899 -3.81372
H 1.99285 -2.35562 -2.33097
H 4.11654 -1.24868 -4.24329
H 4.42972 -2.04474 -2.69616
H 3.56805 -0.49694 -2.74118
H 2.96185 -1.19203 -6.47200
H 1.75441 -2.30315 -7.12532
H 2.78439 -2.81043 -5.78003

Entry 3:
82
Properties=species:S:1:pos:R:3 method="wB97M-V/def2-TZVPD" spin_multiplicity=3 charge=-2 energy_ha=-2870.0954 e_homo_ev="-0.91 / -0.91" relative_energy_ev=0.000 s2=2.008
O 1.84530 -1.89748 -0.86745
C 1.45037 -1.73382 -2.00546
O 0.68945 -2.53302 -2.69111
C 0.28541 -3.75231 -1.99956
C -0.82934 -4.38699 -2.78062
P -2.57998 -3.78445 -2.34595
O -2.05009 -2.34301 -1.55745
Cl -2.61124 -2.67272 -4.34774
C -2.62080 -4.76902 -0.71904
O -3.70579 -4.75529 -0.06439
O -1.60306 -5.38253 -0.33681
P -4.74912 -3.08358 -1.96315
O -5.23890 -2.17907 -3.02757
O -4.85430 -2.20263 -0.60692
O -5.80411 -4.33375 -1.90177
H 1.78637 -0.84118 -2.54767
H 1.15307 -4.42038 -2.02823
H 0.04952 -3.60489 -0.95760
H -0.83613 -5.46690 -2.68394
H -0.66977 -4.19491 -3.83799
H -3.13452 -4.92278 -3.07962
H -1.94984 -1.62531 -2.18847
H -4.19597 -2.53854 0.01683
H -5.37664 -5.12890 -2.22741
C 1.43283 -2.47070 3.29692
C 0.92089 -1.06597 2.90259
C 2.01978 -0.32548 2.14369
C 3.16746 0.12715 3.04714
C 2.65199 0.93740 4.23562
C 1.53132 0.24149 5.01107
N 0.47396 -0.29414 4.10923
O -0.27271 0.69417 3.73249
C 2.11503 -0.89270 5.87530
C 0.94351 1.22743 6.01832
C -0.25742 -1.34972 1.97127
H 1.32077 -3.15772 2.46020
H 2.49100 -2.48996 3.56103
H 0.85954 -2.87929 4.13074
H 1.59217 0.54533 1.65121
H 2.41315 -0.96038 1.34869
H 3.74301 -0.73389 3.39994
H 3.86711 0.73706 2.46865
H 3.47929 1.16250 4.91536
H 2.28858 1.90177 3.86408
H 1.31574 -1.46074 6.35360
H 2.74407 -0.47969 6.66657
H 2.74198 -1.58709 5.32237
H 0.59844 2.14463 5.54385
H 1.70338 1.50695 6.74956
H 0.10320 0.78377 6.55540
H -1.04098 -1.90579 2.48773
H 0.07432 -1.94430 1.12186
H -0.69899 -0.44108 1.56428
C 0.12930 4.41063 -4.06440
C -0.59118 3.20415 -3.41570
C -1.69377 3.71884 -2.49090
C -1.15077 4.34709 -1.20863
C -0.20436 3.38810 -0.48870
C 0.90294 2.82842 -1.38591
N 0.37297 2.33002 -2.68919
O -0.19566 1.18686 -2.48934
C 1.97816 3.90667 -1.62625
C 1.63012 1.72116 -0.63267
C -1.20568 2.44615 -4.59027
H -0.43257 4.76551 -4.92824
H 0.22617 5.26753 -3.39856
H 1.12371 4.13148 -4.41639
H -2.36224 2.89482 -2.22442
H -2.30642 4.44850 -3.02676
H -0.64071 5.29210 -1.42412
H -1.98286 4.60123 -0.54830
H 0.24537 3.89056 0.37122
H -0.79524 2.56045 -0.08505
H 2.72144 3.55439 -2.34386
H 2.50082 4.13000 -0.69528
H 1.58145 4.85481 -1.98404
H 0.95987 0.93685 -0.29060
H 2.11632 2.12876 0.25450
H 2.40335 1.25389 -1.24612
H -0.43211 2.09525 -5.27572
H -1.87883 3.10273 -5.14255
H -1.79191 1.58550 -4.27341

Entry 4:
18
Properties=species:S:1:pos:R:3 method="wB97M-V/def2-TZVPD" charge=0 energy_ha=-289.6512 e_homo_ev=-7.35 relative_energy_ev=8.721
C 0.26795 -2.11476 -0.18938
N 0.70339 -1.01733 0.65035
C 0.57804 0.27676 0.24395
C -0.04273 1.86926 0.65932
C -0.67690 0.91030 -0.14281
C -2.06625 0.33507 0.26495
C 1.87631 0.77037 -0.37633
H 1.10578 -2.40539 -0.77048
H 0.13858 -3.00945 0.52849
H -0.64622 -2.00101 -0.81005
H -2.61559 -0.02235 -0.73878
H 0.20113 2.08218 1.66353
H -0.79806 0.94465 -1.18021
H -2.74884 1.03288 0.84631
H -1.96079 -0.48404 0.86919
H 1.61797 1.59988 -1.05873
H 2.50508 -0.03349 -0.79637
H 2.56114 1.26646 0.33705

Entry 5:
61
Properties=species:S:1:pos:R:3 method="wB97M-V/def2-TZVPD" charge=0 energy_ha=-5175.1575 e_homo_ev="-6.82 / -6.57" relative_energy_ev=0.080
In -1.63923 1.62646 -1.32837
C -1.85497 -2.21343 -2.18710
C -2.33260 -1.91766 -0.80487
N -2.24745 -0.75109 -0.23713
C -2.77282 -0.76380 1.02957
C -3.28393 -1.95750 1.42441
S -3.08488 -3.10735 0.17868
C -2.69185 0.46031 1.81739
C -2.90187 0.58569 3.15313
S -2.61334 2.20274 3.62751
C -2.24085 2.62124 2.00468
N -2.32446 1.62092 1.17972
C -1.82230 3.99234 1.59773
H -0.93006 -1.66964 -2.38013
H -2.59704 -1.89726 -2.92232
H -1.66584 -3.27749 -2.32176
H -3.74189 -2.21083 2.36590
H -3.16143 -0.18014 3.86427
H -1.67628 4.63868 2.46114
H -2.57652 4.44110 0.94939
H -0.88774 3.90916 1.03907
C 0.33027 1.75648 -0.19273
Ge 1.57787 0.30151 0.04238
C 3.40760 0.88934 0.40432
C 3.76818 2.22733 0.26866
C 5.06941 2.64418 0.52389
C 6.02722 1.72293 0.92143
C 5.68143 0.38542 1.06436
C 4.38094 -0.02501 0.80768
C 0.96817 -0.63991 1.66382
C 0.23608 -1.82587 1.64263
C -0.23718 -2.39878 2.81687
C -0.00854 -1.77708 4.03614
C 0.70828 -0.58867 4.07558
C 1.19632 -0.03356 2.90065
C 1.60815 -0.97139 -1.45784
C 1.26788 -0.55417 -2.74492
C 1.28638 -1.43753 -3.81664
C 1.64819 -2.76244 -3.61690
C 2.00317 -3.19303 -2.34553
C 1.98637 -2.30304 -1.27895
H 3.02302 2.95441 -0.03605
H 5.33375 3.68870 0.41344
H 7.04141 2.04507 1.12224
H 6.42594 -0.33673 1.37655
H 4.12468 -1.07288 0.92925
H 0.03673 -2.32295 0.70024
H -0.78576 -3.33198 2.77519
H -0.37758 -2.22079 4.95288
H 0.89745 -0.10020 5.02374
H 1.76927 0.88687 2.95052
H 0.97436 0.47621 -2.91752
H 1.01634 -1.09130 -4.80662
H 1.66119 -3.45501 -4.44917
H 2.29798 -4.22262 -2.18300
H 2.27448 -2.65776 -0.29539
Cl -7.41517 2.44129 -4.40332
C -5.90505 2.65418 -5.30305
Cl -4.48546 2.66528 -4.25189
H -5.95623 3.60145 -5.82528
H -5.81018 1.82963 -5.99857

Entry 6:
144
Properties=species:S:1:pos:R:3 method="wB97M-V/def2-TZVPD" charge=+1 energy_ha=-3831.9234 e_homo_ev=-10.41 relative_energy_ev=1.786
Hf -0.21751 -0.02518 -0.43509
C -4.59191 0.23031 0.64564
C -3.63609 1.19058 -0.09878
C -3.88116 2.63478 0.26868
O -2.31144 0.80172 0.01130
H -4.24250 0.09334 1.67062
H -4.50312 -0.74284 0.15699
H -5.62054 0.58034 0.59047
H -3.92739 1.10918 -1.15697
H -3.52684 2.84270 1.28449
H -4.93843 2.90713 0.25286
H -3.37491 3.30425 -0.42740
C 1.66865 -2.56607 -3.54149
C 0.28789 -2.47120 -2.88598
C -0.37427 -3.83751 -2.93541
O 0.34076 -1.88163 -1.60986
H 2.24589 -1.64971 -3.46984
H 1.45973 -2.74999 -4.59949
H 2.25236 -3.40694 -3.16360
H -0.36117 -1.81641 -3.47830
H -0.32818 -4.18874 -3.97416
H -1.44849 -3.81615 -2.74858
H 0.17088 -4.61650 -2.39822
C 1.47112 2.84885 -1.87287
O 0.79388 1.72190 -1.47952
H 2.22868 3.21764 -1.16530
H 2.12517 2.71896 -2.75281
H 0.83440 3.69152 -2.16473
O 0.06767 1.29846 1.50505
P -0.20726 2.39608 2.46431
N -1.00477 1.90692 3.82972
C -2.16208 1.01733 3.66084
C -1.00558 2.62012 5.09088
N -1.01626 3.71808 1.80703
C -1.66431 4.68209 2.67778
C -0.95634 4.05981 0.38592
N 1.20718 3.07340 3.03360
C 2.02140 2.44268 4.08175
C 1.81691 4.27374 2.48548
H -2.00964 0.12141 4.26234
H -2.25248 0.75629 2.60314
H -3.08531 1.54777 3.90537
H -1.93397 3.19848 5.12978
H -0.22426 3.36603 5.22943
H -0.92162 1.91625 5.92350
H -0.90950 5.20692 3.27890
H -2.12071 5.43370 2.03693
H -2.39012 4.25900 3.36990
H -1.94126 4.43774 0.11459
H -0.24452 4.87977 0.22313
H -0.63036 3.22156 -0.22858
H 2.68453 1.70718 3.60557
H 2.74615 3.14943 4.48698
H 1.39098 1.99222 4.83739
H 1.26820 4.61733 1.61134
H 2.89814 4.21564 2.41611
H 1.64695 5.10529 3.18966
O -1.33213 0.28404 -2.56572
P -1.78787 0.53864 -3.95316
N -0.62981 0.22260 -5.13440
C -0.94994 -0.06788 -6.51931
C 0.75335 0.58201 -4.90336
N -2.19263 2.16887 -4.23878
C -2.44590 3.04636 -3.13057
C -2.61412 2.65655 -5.54845
N -3.16819 -0.28909 -4.42996
C -4.42641 0.13694 -3.86004
C -3.07067 -1.72576 -4.69090
H -0.63067 0.77079 -7.14906
H -2.01469 -0.20121 -6.69747
H -0.43082 -0.95468 -6.89308
H 1.41099 -0.15349 -5.36611
H 1.00470 0.69412 -3.84577
H 0.92963 1.59196 -5.29759
H -1.94508 4.00780 -3.30801
H -3.49070 3.29594 -2.89764
H -1.99634 2.65911 -2.21283
H -1.78579 3.26792 -5.91812
H -2.79483 1.87833 -6.28532
H -3.53006 3.23412 -5.42030
H -5.24782 -0.05857 -4.55267
H -4.67068 -0.32139 -2.89554
H -4.44619 1.20772 -3.65555
H -2.06566 -2.03794 -4.97008
H -3.66430 -1.95832 -5.58102
H -3.47062 -2.31137 -3.86160
O -0.28537 -1.61558 1.30061
P -0.61287 -2.52561 2.45167
N -0.24419 -1.96486 3.96669
C 0.82270 -0.94280 4.13650
C -0.89069 -2.35802 5.20098
N 0.30579 -3.93300 2.34686
C 0.28694 -4.65442 1.07146
C 0.63666 -4.75444 3.48686
N -2.21778 -3.02642 2.51188
C -2.61378 -4.32667 3.00931
C -3.25543 -1.98391 2.52019
H 1.69081 -1.49417 4.50194
H 0.45409 -0.23504 4.87401
H 1.05796 -0.44942 3.19878
H -1.15133 -3.41910 5.22046
H -1.84268 -1.86115 5.40918
H -0.20760 -2.25420 6.04319
H 1.24404 -5.15386 0.94257
H -0.51052 -5.40665 1.09292
H 0.08788 -3.97508 0.24104
H 1.30154 -5.55412 3.14535
H 1.21802 -4.26785 4.27129
H -0.18720 -5.31024 3.94837
H -2.57308 -4.41179 4.10376
H -3.68702 -4.42308 2.83119
H -2.08453 -5.15975 2.55415
H -4.19167 -2.41643 2.16973
H -2.95339 -1.22531 1.79927
H -3.36669 -1.63306 3.55023
O 2.04144 -0.29688 0.09306
P 3.49391 -0.57433 0.02533
N 4.11151 -0.51143 -1.51510
C 5.44739 -1.02248 -1.80960
C 3.56288 0.33613 -2.54884
N 4.03355 -2.02037 0.68177
C 3.72687 -3.22832 -0.13285
C 3.86329 -2.27523 2.11755
N 4.40652 0.57794 0.87053
C 4.03616 1.97714 0.73884
C 5.78952 0.37805 1.29286
H 5.96000 -1.34502 -0.90650
H 6.03665 -0.23811 -2.29174
H 5.40952 -1.85572 -2.51695
H 3.90230 1.36862 -2.42594
H 2.47129 0.29945 -2.55839
H 3.81385 -0.04614 -3.54125
H 4.35045 -3.13449 -1.02235
H 4.02119 -4.13502 0.38733
H 2.66952 -3.27350 -0.38916
H 4.12891 -3.30530 2.34829
H 4.50036 -1.60188 2.68864
H 2.79019 -2.22894 2.33964
H 2.95330 2.01924 0.59610
H 4.35085 2.53466 1.61807
H 4.45592 2.48034 -0.14149
H 6.03728 1.09567 2.07631
H 6.53478 0.44804 0.49779
H 5.91006 -0.59524 1.76959

Entry 7:
28
Properties=species:S:1:pos:R:3 method="wB97M-V/def2-TZVPD" charge=0 energy_ha=-524.3256 e_homo_ev=-9.20 relative_energy_ev=3.281
B -1.59134 0.90725 2.16111
C 3.00815 1.82467 -0.25302
C 2.22818 0.61380 -0.45349
C 2.37513 3.04050 -0.40121
C 1.03167 3.09245 -0.91771
C 0.25730 -0.44039 -1.46974
C 0.98723 0.74522 -0.97675
C -1.06435 -0.75115 -1.00182
C -0.14299 -2.09462 0.88319
C -2.59191 -2.11197 0.85546
C -1.25601 -1.12057 0.49090
N 0.34042 1.92075 -1.15440
N -1.45050 0.07267 1.27803
H -1.74828 1.59099 3.06073
H 3.96527 1.79495 0.14305
H 2.70466 -0.28616 -0.18649
H 2.80511 3.98384 -0.24923
H 0.66117 4.07383 -1.21393
H 0.73476 -1.49381 -1.13381
H -1.63378 -1.44995 -1.58910
H -1.72964 0.22875 -1.03893
H 0.21923 -0.41016 -2.49514
H -0.18934 -2.39572 1.94609
H 0.88418 -1.64726 0.68700
H -0.26065 -2.96105 0.39134
H -2.35696 -2.38944 1.83229
H -3.40384 -1.45907 0.69729
H -2.78287 -2.87834 0.10828

Entry 8:
12
Properties=species:S:1:pos:R:3 method="wB97M-V/def2-TZVPD" charge=0 energy_ha=-1479.5455 e_homo_ev=-8.25
Ca 0.16322 0.17550 -0.44453
C 0.13159 -0.04032 -2.76529
H 0.91256 0.12688 -3.51978
H -0.43802 -0.97195 -2.95339
H -0.56639 0.83718 -2.90100
H -1.71475 0.80844 0.42152
H -1.68196 0.02920 0.55161
O 2.08650 -0.40258 2.23630
Cl 0.65789 -0.19924 2.38306
O 0.19500 -0.28651 3.73886
O 0.31226 1.13540 1.75425
O -0.05791 -1.21201 1.49840

- Look up the charge of the fourth one.
  0

- Among the records above, which one has the highest charge?
  C31H89HfN12O7P4

- The lowest charge belongs to which entry?
  C22H45ClN2O10P2